Entry 1:
Entry from the Open Molecules 2025 dataset: a single C27H18N2O5 molecule (the ωB97M-V functional and the def2-TZVPD basis).

2S+1: 1
HOMO, eV: -8.91
Relative energy (zero: lowest compared OMol25 entry of this formula, charge and spin), kcal/mol: 0.00
SMILES string: Cc1ccc(C(=O)COC(=O)c2ccc3c(c2)C(=O)N(c2cccc4ncccc24)C3=O)cc1
Net charge: 0
LUMO, eV: -1.0
Frontier orbital gap, eV: 7.92

Last column: natural (NBO) charge in e.
Cartesian coordinates (Å):
C -0.3685 2.1057 -3.0333  0.790
H 2.8575 2.2411 0.2673  0.215
C 1.5481 5.1033 -1.9426  -0.167
C -0.1098 -6.6792 1.9166  0.061
O 2.0395 4.6804 -4.7728  -0.515
C -0.6371 -4.0261 2.2926  -0.120
C 2.0358 4.2180 0.2450  0.009
H -0.4028 -5.2258 5.4806  0.230
H 0.1126 -7.7320 1.7968  0.192
H 1.2671 5.0188 2.0757  0.220
O 1.0449 -1.8994 0.6126  -0.533
H 1.1852 5.8970 -2.5774  0.232
H 2.0164 3.4202 2.2326  0.218
C -0.5835 -4.5361 0.9786  -0.126
C -0.5477 -4.5008 4.6958  -0.180
H -0.9174 -2.8487 5.9853  0.220
H -1.2041 -1.2339 4.1488  0.225
H 1.2418 6.1715 -0.1229  0.213
O 0.7624 1.5997 -3.5409  -0.503
C -1.9173 -0.0545 0.2657  -0.117
O -0.8961 3.1085 -3.4428  -0.578
H 0.7538 2.5602 -5.3815  0.229
C -2.6991 0.9140 -0.3311  -0.162
C 2.4804 3.0427 -0.3517  -0.220
C 1.5782 5.2479 -0.5709  -0.211
H 2.2900 1.8331 -4.8352  0.223
C -0.3175 -5.8646 0.7891  -0.257
C 2.4425 2.8831 -1.7225  -0.196
C -2.1915 -0.9321 1.4325  0.679
C 1.4098 2.3984 -4.5193  -0.184
C 1.9601 3.9094 -2.5333  -0.120
C -0.8906 -2.6722 2.6173  0.230
H -2.7224 2.3702 -1.9149  0.246
C -0.8859 1.2999 -1.8946  -0.148
C 2.0795 4.3832 1.7314  -0.631
C -0.4458 -4.9475 3.3618  0.154
H 2.8113 1.9691 -2.1630  0.217
C -0.0989 0.3160 -1.2892  -0.142
N -0.1797 -6.2495 3.1435  -0.402
C -0.0504 -1.4056 0.6540  0.675
H -0.2697 -6.2898 -0.2013  0.222
H 0.8896 0.0881 -1.6525  0.247
H 3.0194 4.8536 2.0225  0.227
H -0.7581 -3.8846 0.1343  0.213
C -2.1618 1.5935 -1.4167  -0.143
C 1.8406 3.7776 -3.9990  0.552
C -0.8289 -3.1913 4.9656  -0.200
C -0.9939 -2.2684 3.9236  -0.210
N -1.0467 -1.7157 1.5790  -0.513
O -3.1713 -0.9939 2.1251  -0.525
C -0.6347 -0.3455 -0.2067  -0.073
H -3.6874 1.1337 0.0411  0.238

=====

Entry 2:
Entry from the Open Molecules 2025 dataset: a molecular structure, C38H48BaIN7O4 in a non-equilibrium geometry (the ωB97M-V functional and the def2-TZVPD basis).

2S+1: 1
HOMO, eV: -7.12
Relative energy (zero: lowest compared OMol25 entry of this formula, charge and spin), kcal/mol: 22.65
Net charge: 0
LUMO, eV: 0.4
Frontier orbital gap, eV: 7.51

Last column: Mulliken charge in e.
Cartesian coordinates (Å):
H -2.2557 -1.1864 -2.7758  0.079
C 3.0647 3.5830 -2.4334  -0.767
H -1.7539 5.0114 -4.2618  0.343
C -0.6742 2.7656 -0.2464  0.204
H 1.0362 0.7756 -4.1253  0.333
H -3.0265 -0.8412 3.1915  0.422
H -2.2383 -3.0017 2.4724  0.581
C -1.1391 -1.5134 -4.5806  -0.603
H 0.1818 0.8112 4.0199  0.115
C -3.1713 1.9035 -4.2299  -0.506
C -2.0648 -5.1820 5.0444  -0.300
C -0.5853 4.4305 -2.0302  -0.275
H -4.3297 -0.0845 2.2672  0.401
C -1.3702 -1.6270 -3.2186  -0.074
H 3.0074 -5.0823 0.9574  0.425
C 1.9160 -1.2171 3.2224  -1.683
H 1.8338 -3.1069 -4.7559  0.392
H 4.0783 -1.9578 4.6409  0.440
H 3.7275 3.3644 -0.0319  0.247
Ba 0.9929 -0.3948 0.5644  1.539
C 1.8854 1.4389 -2.2737  -0.034
C -3.6193 -0.8312 -0.0065  -0.476
H -3.1162 3.4587 -5.7241  0.421
C -1.7999 3.9332 -4.0961  -0.475
H -1.2294 -0.2403 4.2160  0.186
C -0.8882 0.7317 3.8555  -0.702
H 0.8556 -1.4873 3.3311  1.582
H -3.9443 3.9001 -4.2225  0.342
C 4.2862 -4.6682 2.6330  -0.425
H -0.7626 2.5939 0.8279  0.094
C 4.6178 -3.7932 3.6708  -0.905
H 0.2886 2.3498 -0.5558  -0.437
C 0.0122 -2.0417 -5.1483  -0.676
H -0.6722 5.4791 -2.3246  0.477
H -2.4447 -6.1338 5.3922  0.395
H -2.3579 1.3442 -4.7122  0.111
O 1.4825 0.4117 -1.6125  -0.366
N -1.6781 3.7032 -2.6630  0.094
C 3.2456 -4.4030 1.7670  -0.646
H 0.2231 4.7233 -0.0678  0.444
C 2.7985 -2.3695 2.9724  0.455
H 5.4368 -4.0162 4.3409  0.407
H -3.0968 0.0157 -0.4597  -0.110
H -0.0978 -3.0470 -0.5261  0.109
C 2.6537 2.4850 -1.6572  1.149
C -3.2573 -0.3210 2.2610  -0.813
C 2.4620 -3.2304 1.8860  -0.169
C -1.1608 -4.4716 5.8134  -0.613
C -2.4963 0.9835 2.1602  -0.257
N 2.1618 0.0371 3.1743  -0.037
H -0.8109 -4.8344 6.7686  0.379
C 0.9272 -2.6938 -4.3321  -0.594
H -4.1150 1.4560 -4.5427  0.439
O -1.1058 0.8790 2.4507  0.306
H -1.5469 4.7354 -0.1223  0.385
H 1.7733 2.7377 -5.4283  0.433
H 3.0843 4.5558 -4.3414  0.377
N -1.0786 -2.7463 4.1556  0.061
H -0.9421 3.4896 -4.6211  0.135
H 4.1130 -0.2042 2.3329  0.404
C -3.0917 3.3590 -4.6385  -0.791
H -2.5889 1.3994 1.1555  -0.111
C 3.8654 -2.6448 3.8286  -0.173
N -0.6540 -2.3511 -1.0114  -0.230
H 0.1941 -1.9472 -6.2106  0.401
C 3.1001 2.4906 -0.2668  -1.084
C 1.5967 1.5770 -3.6570  -0.271
H 0.3788 4.0624 -2.4010  -0.246
I 0.6379 -2.1283 6.4651  0.048
O 1.5319 -2.9197 1.0249  -0.397
H -1.4095 1.5289 4.3954  0.337
H 2.7857 2.5518 2.5309  0.274
H -1.8646 -1.0034 -5.2027  0.415
C 0.6950 -2.8261 -2.9726  -0.372
C -2.4737 -4.6591 3.8268  -0.994
O -2.9902 -1.2299 1.2026  -0.117
H -2.9452 1.6927 2.8681  0.417
N -3.0896 1.8352 -2.7803  -0.186
N -1.7257 2.0513 -0.9536  0.131
C -0.6511 4.2573 -0.5273  -0.998
C 2.0148 2.6741 -4.3727  -0.426
H 3.9896 0.8050 3.7726  0.333
H 4.8633 -5.5761 2.5000  0.381
H 1.4159 -3.3287 -2.3377  0.473
H 4.4244 2.2629 1.9247  0.457
C -0.4578 -2.2918 -2.4031  0.713
H -3.2149 0.9202 -2.3798  0.091
C -0.7091 -3.2578 5.3110  0.032
C 3.4171 1.8353 1.9950  -1.038
C -1.9555 -3.4425 3.4210  -0.097
C -2.0988 2.5240 -2.0911  0.104
H -1.6199 -2.3906 -0.7258  -0.040
C 3.4909 0.5475 2.8338  -0.796
H -3.1768 -5.1844 3.1955  0.433
H -4.6655 -0.5596 0.1735  0.350
H 3.6518 4.3604 -1.9535  0.322
N 2.8718 1.6322 0.6508  0.398
H -3.6125 -1.6857 -0.6839  0.453
C 2.7539 3.6999 -3.7691  -0.953

=====

Entry 3:
Entry from the Open Molecules 2025 dataset: a molecular structure, C48H39AsNP2PdSe2 (the ωB97M-V functional and the def2-TZVPD basis).

2S+1: 1
HOMO, eV: -3.80
Relative energy (zero: lowest compared OMol25 entry of this formula, charge and spin), kcal/mol: 5.13
Net charge: -1
LUMO, eV: 2.6
Frontier orbital gap, eV: 6.37

Last column: Mulliken charge in e.
Cartesian coordinates (Å):
C -1.8579 4.2184 0.3925  -0.602
C 0.1362 -4.1561 2.2395  -0.456
C 4.1032 0.8481 3.9929  -0.972
P 0.5191 0.4724 1.9935  1.708
H -2.8054 -5.1445 -1.1342  0.427
H -1.4475 -0.6531 -6.0048  0.420
H -0.4783 -0.7496 4.5887  0.323
C 1.5484 -2.2056 2.3550  -0.708
C 2.5996 -1.8423 -1.7982  -0.500
C 3.5756 -2.0889 -0.8431  -0.116
C -2.9495 4.5814 2.5046  -0.480
C -5.7183 3.2851 -2.8031  -0.745
H 1.8816 1.2022 -0.1515  -0.488
H -1.9797 -3.7492 2.1875  0.366
H 1.1897 -6.6883 -1.2795  0.381
H -3.6779 1.5110 1.2612  0.320
H -1.9291 -2.8606 -1.2759  0.169
C -2.1160 5.0292 1.4875  -0.715
C 1.0021 -4.5559 -1.3915  -0.054
H 2.5369 -1.7634 2.4116  0.330
H -1.0560 4.1426 4.8602  0.437
C -0.3878 2.5009 3.6650  -0.448
H -6.7689 3.1551 -2.5733  0.376
C 1.8437 -1.1917 -5.4001  -0.697
H 0.7217 -0.7824 -7.1818  0.384
C -3.2532 2.5061 1.3256  -0.332
H 4.4158 0.7816 5.0262  0.418
C -2.4338 2.9547 0.2944  0.787
H 2.0479 0.5072 4.4336  0.409
H -1.6602 6.0102 1.5411  0.369
C 2.9327 -1.6589 -3.1402  0.782
H -0.1193 3.1438 2.8329  0.349
H 2.0726 -4.4077 -1.4626  0.380
H -4.1367 2.9410 3.2219  0.408
H -1.7030 -1.3095 2.2490  0.435
C 1.3986 -3.5885 2.3122  -0.409
C 1.7779 -1.3870 -4.0238  0.529
H -1.4618 0.2424 6.5879  0.409
C -0.6066 0.3237 4.6307  -0.063
C 0.4402 -1.3688 2.2841  -0.040
H -5.0631 2.0090 -1.2052  0.313
C 5.2447 -1.9897 -2.5732  -0.874
Se -0.2078 2.3007 -2.0530  -0.539
H 6.0731 1.2016 3.2020  0.372
H 4.5578 -1.5834 -4.5590  0.371
H -1.9662 3.7031 -3.5853  0.280
C -3.0234 3.5986 -3.3729  -0.390
C 0.5449 -1.3266 -3.3693  -0.006
C 0.6791 -0.9385 -6.1109  -0.761
H -3.6596 4.8483 -4.9894  0.383
C 4.6034 1.1689 1.6658  -0.704
C -0.9267 3.0682 4.8090  -0.513
C -0.2093 1.1267 3.5617  0.183
H -1.2495 -7.0794 -1.1136  0.351
C -0.5422 -0.8711 -5.4514  -0.730
P -2.1636 1.9606 -1.2117  0.431
H -6.0718 4.5764 -4.4860  0.353
C -3.5078 3.3152 2.4233  -0.546
H 2.2778 -4.2223 2.3276  0.359
C -1.2379 -3.6976 -1.2979  -0.199
C -3.4068 2.8003 -2.3044  0.791
C -0.6143 -1.0577 -4.0777  -0.668
C -0.8305 -1.9532 2.2522  -0.228
C 3.2498 1.0312 1.3135  0.754
H -3.1471 5.2091 3.3652  0.413
H 6.2853 -2.0468 -2.8699  0.350
C 0.5031 -5.8497 -1.2878  -0.676
C -1.1606 0.8883 5.7718  -0.637
H 5.6716 -2.3632 -0.4957  0.443
H -1.5635 -0.9623 -3.5616  0.352
C 0.1315 -3.4755 -1.3973  0.300
As 0.6980 -1.5857 -1.4440  0.960
C 2.7695 0.6992 3.6497  -0.409
N 2.8784 1.1009 0.0038  0.164
C -0.9824 -3.3294 2.2377  -0.825
H -1.7488 2.7063 6.7594  0.372
H 0.0229 -5.2307 2.1743  0.395
C 4.2716 -1.7309 -3.5246  -0.362
C -1.7358 -4.9901 -1.2070  -0.601
C 5.0195 1.0811 2.9764  -0.564
Pd -0.4201 0.0203 -0.0524  0.090
C -1.3185 2.2646 5.8693  -0.632
C -3.9803 4.2350 -4.1558  -0.577
H 3.5144 1.4763 -0.6746  0.259
H -1.1982 4.5650 -0.3945  0.342
C -4.7651 2.6479 -2.0289  -0.415
H 5.3237 1.3510 0.8757  0.347
C -0.8626 -6.0709 -1.1954  -0.551
H 2.7966 -1.2338 -5.9140  0.354
C 4.9038 -2.1722 -1.2357  -0.658
H 3.3041 -2.1990 0.1995  0.240
C 2.3060 0.7746 2.3330  -0.300
Se -2.9367 -0.0561 -0.9132  -0.646
C -5.3274 4.0822 -3.8734  -0.401

=====

Entry 4:
Entry from the Open Molecules 2025 dataset: a single C24H33N3O6 molecule (the ωB97M-V functional and the def2-TZVPD basis).

2S+1: 1
HOMO, eV: -7.47
Relative energy (zero: lowest compared OMol25 entry of this formula, charge and spin), kcal/mol: 0.01
SMILES string: CCOC(=O)c1c(C)n(C)c2ccc(OC)c(NC(=O)CN3CCC(C(=O)OCC)CC3)c12
Net charge: 0
LUMO, eV: 0.5
Frontier orbital gap, eV: 7.94

Last column: natural (NBO) charge in e.
Cartesian coordinates (Å):
O -5.0061 -0.7075 -1.4569  -0.617
H 5.1528 -0.0412 -1.1440  0.258
C 5.6271 3.3150 -0.8556  -0.623
H -3.8685 -2.2392 -3.4414  0.223
O -1.9266 -1.2268 1.6784  -0.496
C 0.2333 -0.5889 1.0111  0.122
H -1.4914 0.8957 -0.8787  0.229
H -3.0504 -2.9741 1.6705  0.168
H -2.0999 1.6300 -2.3640  0.207
H -0.1698 3.3026 1.2195  0.208
N 3.2195 -2.3972 0.2257  -0.334
C -0.8605 1.4031 1.9694  0.667
C 2.6572 -0.2302 0.0584  -0.296
H -2.1003 -2.3192 -3.4837  0.208
O 4.0033 1.6350 -0.3647  -0.517
O 1.7956 1.9329 -0.4356  -0.651
C -1.0955 2.8806 1.6200  -0.300
C -3.4815 2.7433 1.0632  -0.217
C -3.9016 -0.2700 -1.2497  0.821
H 5.7771 -1.1062 0.1088  0.230
N -0.1548 0.7487 1.0073  -0.658
H 4.9965 -3.4436 0.5140  0.213
H 0.3706 1.3281 0.3486  0.443
H -1.3344 3.3896 2.5605  0.214
C -0.2168 -2.9337 1.4752  -0.285
H -3.0480 -3.7810 -3.1604  0.212
C -2.2037 1.6138 -1.2771  -0.417
H -0.8698 3.2800 -0.9324  0.206
H 5.2359 -1.7889 -1.4284  0.220
H -2.3619 -2.4990 3.2540  0.183
H 6.0465 2.7276 -1.6683  0.209
C 4.1487 3.0154 -0.6946  -0.070
H -3.6933 -1.5602 2.5406  0.206
H 5.7625 4.3698 -1.0756  0.220
H -0.8968 -3.7009 1.8081  0.222
H 1.3702 -4.3290 1.1808  0.212
C -2.9929 -2.7080 -2.9993  -0.632
C -2.7913 -2.1284 2.3185  -0.247
H 3.5946 3.2222 -1.6176  0.191
C -2.9497 -2.4133 -1.5063  -0.076
H -2.5532 3.7368 -1.2458  0.184
C 1.0636 -3.2971 1.1125  -0.239
C 3.6652 -1.1693 -0.1353  0.296
C -3.7944 1.3072 0.6302  -0.418
C 1.9142 -2.3051 0.6533  0.114
N -2.1591 3.1905 0.6883  -0.440
H 3.5118 -4.3707 0.7664  0.222
H -2.0807 -2.8828 -1.0381  0.190
C -0.6485 -1.6064 1.4111  0.292
H -4.8202 1.0539 0.9045  0.216
O -1.2469 0.9080 3.0068  -0.608
C -1.9088 3.0158 -0.7252  -0.217
H 4.0354 -3.9794 -0.8803  0.205
C -3.6132 1.1719 -0.8899  -0.326
H -3.8722 -2.7611 -1.0285  0.196
C 1.5150 -0.9529 0.5732  -0.002
C 2.7433 1.1819 -0.2586  0.812
O -2.7961 -1.0199 -1.2553  -0.513
H -4.3636 1.7955 -1.3891  0.218
C 3.9830 -3.6104 0.1482  -0.405
H 6.1585 3.0715 0.0605  0.214
H -3.5828 2.8299 2.1464  0.210
H 3.7071 3.6188 0.1068  0.189
H -4.2010 3.4246 0.5918  0.185
H -3.1181 0.6182 1.1346  0.233
C 5.0362 -1.0163 -0.6866  -0.667